Record 1
C43H70N3O18 | ωB97M-V/def2-TZVPD

**Total charge**: -1
**Lowest unoccupied orbital energy**: 1.776 eV
**ΔE to the lowest compared entry with this formula, charge and spin**: 0.0 kcal/mol
**Electronic energy**: -87053.560 eV
**Highest occupied orbital energy**: -2.23 eV
**Spin multiplicity**: 1

```
134
Properties=species:S:1:pos:R:3:forces:R:3
N 3.4172 -3.3664 -0.3521 0.4 -0.1 0.0
C 2.6360 -2.7578 -1.1504 -0.1 0.0 -0.1
C 1.8626 -3.4418 -2.2517 0.1 0.1 0.0
N 0.5503 -3.8355 -1.8459 0.0 0.0 0.0
C -0.3511 -2.7307 -1.8315 -0.1 0.1 -0.1
C -1.7598 -3.2431 -1.5347 0.0 0.1 0.1
C -2.9360 -2.3179 -1.8485 0.1 -0.1 0.1
C -2.9871 -1.0108 -1.0460 0.0 0.1 0.0
C -2.1628 0.1758 -1.5688 -0.1 0.0 0.0
N -2.2357 0.3101 -3.0323 0.2 0.0 0.0
H 3.7942 -2.7255 0.3453 -0.2 0.1 0.0
H 2.4491 -1.6807 -1.0278 -0.1 0.0 0.1
H 1.8427 -2.7211 -3.1157 0.1 -0.1 0.0
H 2.4577 -4.3125 -2.5665 -0.1 0.0 0.1
H -0.1261 -1.9189 -1.0952 0.0 0.0 0.0
H -0.3696 -2.1953 -2.8283 0.0 0.0 0.1
H -1.8101 -3.5289 -0.4755 0.1 0.0 0.0
H -1.8601 -4.1552 -2.1181 -0.2 0.1 0.1
H -2.9851 -2.1290 -2.9243 0.0 0.0 0.0
H -3.8550 -2.8693 -1.6211 0.0 0.0 0.0
H -4.0314 -0.6892 -0.9573 0.0 0.0 -0.1
H -2.6357 -1.2243 -0.0304 -0.1 0.0 0.0
H -2.5822 1.0947 -1.1439 0.1 0.0 0.1
H -1.1328 0.1042 -1.2084 0.0 -0.1 -0.1
H -1.5791 1.0364 -3.3082 0.0 0.0 0.0
H -1.8637 -0.5407 -3.4455 0.0 0.0 0.0
O 4.8702 -2.4789 2.2964 0.1 0.2 0.2
C 5.3328 -3.5765 2.4259 -0.1 -0.1 -0.2
O 5.2686 -4.2383 3.6064 0.1 0.0 0.1
C 5.9522 -5.5021 3.5111 0.0 0.0 -0.1
C 5.9652 -5.8278 2.0187 -0.1 0.0 0.0
C 6.0157 -4.4385 1.3896 0.0 0.0 0.0
H 6.9563 -5.3781 3.9232 0.0 0.0 0.0
H 5.4072 -6.2168 4.1221 0.0 0.0 0.0
H 6.7899 -6.4794 1.7380 0.0 0.0 0.0
H 5.0306 -6.3157 1.7409 0.0 0.0 0.0
H 7.0373 -4.0680 1.2694 0.0 0.0 0.0
H 5.4867 -4.3405 0.4423 0.0 0.0 0.0
O 3.4388 -0.1938 8.2205 0.0 -0.1 0.0
C 3.5235 -0.7051 7.1358 -0.1 0.1 0.1
O 4.4290 -0.2938 6.2289 0.1 0.0 -0.1
C 4.2858 -1.0343 4.9849 0.0 -0.1 0.0
C 3.5798 -2.3200 5.3914 -0.1 0.0 0.0
C 2.7168 -1.8520 6.5614 0.2 -0.1 -0.1
H 3.6969 -0.4315 4.2939 0.0 0.0 0.0
H 5.2746 -1.1833 4.5664 0.0 0.0 0.0
H 3.0275 -2.7669 4.5702 0.0 0.0 0.0
H 4.3130 -3.0511 5.7316 0.0 0.0 0.0
H 1.7434 -1.4779 6.2379 0.0 0.1 0.0
H 2.5588 -2.6155 7.3180 -0.1 0.1 0.0
O 5.8132 -5.4866 7.8052 0.0 0.1 0.0
C 5.6605 -4.7811 8.7577 -0.1 0.0 0.0
O 6.2052 -5.0757 9.9661 0.0 0.0 0.0
C 5.7902 -4.1148 10.9529 0.0 0.0 0.0
C 5.3941 -2.8718 10.1621 0.0 0.0 0.0
C 4.8753 -3.4876 8.8671 0.2 0.1 0.1
H 4.9475 -4.5363 11.5059 0.0 0.0 0.0
H 6.6223 -3.9643 11.6362 0.0 0.0 0.0
H 4.6692 -2.2466 10.6772 0.0 0.0 0.0
H 6.2774 -2.2665 9.9551 0.0 0.0 0.0
H 3.8138 -3.7338 8.9284 0.0 0.0 0.0
H 5.0499 -2.8667 7.9931 -0.1 -0.1 -0.1
O -5.8704 5.3327 -5.3113 0.0 -0.1 0.0
C -5.2461 4.3074 -5.2350 -0.1 0.2 -0.1
O -4.2577 4.1501 -4.3371 0.1 -0.1 0.1
C -3.6210 2.8544 -4.5021 0.0 -0.1 0.0
C -4.6563 2.0004 -5.2223 -0.1 0.1 0.0
C -5.4045 3.0436 -6.0523 0.1 -0.1 0.1
H -2.7156 3.0010 -5.0919 0.0 0.0 0.0
H -3.3560 2.4759 -3.5219 0.0 0.0 0.0
H -4.2041 1.1979 -5.7978 0.0 0.0 0.0
H -5.3291 1.5502 -4.4907 0.0 0.0 0.0
H -4.9334 3.2085 -7.0238 0.0 0.0 0.0
H -6.4589 2.8240 -6.2014 0.0 0.1 -0.1
O -2.6776 -4.6187 -4.3416 -0.4 0.0 -0.4
C -2.2397 -5.7262 -4.2730 0.4 0.0 0.4
O -2.7561 -6.7718 -4.9888 0.0 0.1 -0.1
C -2.0717 -7.9826 -4.6357 0.0 0.0 0.0
C -0.7269 -7.5455 -4.0567 -0.1 0.1 0.0
C -1.0833 -6.2068 -3.4190 -0.1 -0.2 -0.4
H -2.6764 -8.5147 -3.8955 0.0 0.0 0.0
H -1.9967 -8.5934 -5.5338 0.0 0.0 0.0
H -0.3152 -8.2768 -3.3639 0.0 0.0 0.0
H -0.0061 -7.3949 -4.8623 0.0 0.0 0.0
H -1.4487 -6.3134 -2.3953 0.1 0.0 0.0
H -0.2985 -5.4480 -3.3850 0.1 0.1 0.3
O -0.9998 4.5845 -2.6718 0.0 0.0 0.0
C -1.6854 5.3648 -2.0807 -0.1 0.0 0.0
O -1.8784 5.2839 -0.7390 0.0 0.0 0.0
C -2.8312 6.2697 -0.3073 0.0 0.0 0.0
C -2.8119 7.3521 -1.3841 0.1 0.0 0.0
C -2.4817 6.5334 -2.6277 0.0 0.0 0.1
H -3.8113 5.7910 -0.2322 0.0 0.0 0.0
H -2.5298 6.6124 0.6792 0.0 0.0 0.0
H -3.7523 7.8959 -1.4409 0.0 0.0 0.0
H -2.0126 8.0666 -1.1811 0.0 0.0 0.0
H -3.3767 6.1122 -3.0921 0.0 0.0 -0.1
H -1.9090 7.0600 -3.3861 0.0 0.0 0.0
O -3.7648 2.6316 -9.2721 0.0 0.0 0.0
C -4.1086 3.6372 -9.8187 -0.1 0.0 0.1
O -3.3920 4.7840 -9.7435 0.0 0.0 0.0
C -4.0900 5.8589 -10.3929 0.0 0.0 0.0
C -5.0429 5.1826 -11.3763 0.0 0.0 0.0
C -5.3573 3.8789 -10.6493 0.1 0.1 0.0
H -4.6236 6.4288 -9.6292 0.0 0.0 0.0
H -3.3470 6.4997 -10.8605 0.0 0.0 0.0
H -5.9141 5.7937 -11.6011 0.0 0.0 0.0
H -4.5215 4.9713 -12.3107 0.0 0.0 0.0
H -6.1968 3.9832 -9.9581 0.0 0.0 0.0
H -5.5438 3.0252 -11.2949 0.0 0.0 0.0
O -7.7654 5.4883 1.3282 0.0 -0.1 0.0
C -7.3151 4.9605 0.3538 0.0 0.0 0.0
O -6.7883 5.6735 -0.6710 0.0 0.0 0.0
C -6.4134 4.7992 -1.7529 0.1 -0.1 -0.1
C -6.2182 3.4290 -1.1096 0.0 0.1 0.0
C -7.2308 3.4788 0.0298 0.1 0.0 0.0
H -7.2149 4.8043 -2.4940 0.0 0.0 0.0
H -5.5112 5.1915 -2.2148 0.0 0.1 0.0
H -6.3661 2.6108 -1.8111 0.0 0.0 0.0
H -5.2073 3.3478 -0.7066 0.0 0.0 0.0
H -8.2249 3.1508 -0.2826 0.0 0.0 0.0
H -6.9500 2.9208 0.9189 0.0 0.0 0.0
O 7.0690 5.6672 7.4046 0.0 0.0 0.0
C 6.8628 4.4951 7.5334 0.0 0.0 0.0
O 5.7336 3.9035 7.0912 0.0 0.0 0.0
C 5.7056 2.5101 7.4672 0.0 0.0 0.0
C 7.1669 2.1353 7.6970 0.0 0.0 0.0
C 7.7514 3.4527 8.1929 0.0 0.0 -0.1
H 5.1072 2.4121 8.3743 0.0 0.0 0.0
H 5.2304 1.9470 6.6718 0.0 0.1 0.0
H 7.2775 1.3043 8.3903 0.0 0.0 0.0
H 7.6287 1.8536 6.7498 0.0 0.0 0.0
H 7.6499 3.5705 9.2743 0.0 0.0 0.0
H 8.7898 3.6291 7.9249 0.0 0.0 0.0
```
Positions in Å, forces in eV/Å.

Record 2
C7H18FNO3PS | ωB97M-V/def2-TZVPD

**Total charge**: +1
**Lowest unoccupied orbital energy**: -3.527 eV
**ΔE to the lowest compared entry with this formula, charge and spin**: 0.0 kcal/mol
**Electronic energy**: -38017.322 eV
**Highest occupied orbital energy**: -12.67 eV
**Spin multiplicity**: 1

```
32
Properties=species:S:1:pos:R:3:forces:R:3
C 0.1277 1.2740 -2.4399 0.0 0.0 0.0
C 1.3473 1.0381 -3.3198 -0.1 0.0 -0.1
C 2.3614 0.0585 -2.7656 0.0 0.0 0.2
F 3.4601 0.0722 -3.6169 0.3 0.0 -0.1
P 1.8811 -1.7520 -2.6911 -0.1 0.1 -0.1
S 1.4155 -1.9343 -0.5754 0.1 -0.1 0.0
C 3.0338 -1.9437 0.1632 0.0 0.0 0.1
O 0.8247 -3.2386 -0.4141 0.0 0.0 -0.1
O 0.6944 -0.7969 -0.0215 0.1 0.1 0.0
H 0.4227 1.6585 -1.4611 0.0 0.0 0.0
H -0.5250 2.0079 -2.9136 0.0 0.0 0.0
H -0.4456 0.3582 -2.2851 0.0 0.0 0.0
H 1.8831 1.9793 -3.4683 0.0 0.0 0.0
H 1.0452 0.6933 -4.3128 0.0 0.0 0.0
H 2.7264 0.3765 -1.7843 -0.1 0.0 0.0
H 0.5182 -1.5981 -3.0351 0.0 -0.1 0.1
H 2.9312 -2.5051 1.0922 0.0 0.0 0.0
H 3.3511 -0.9215 0.3574 0.0 0.0 0.0
H 3.7295 -2.4536 -0.5015 0.0 0.0 0.0
C -3.0482 -0.1051 4.0866 0.0 0.0 0.0
C -3.1481 1.0110 3.1057 0.0 0.0 0.0
O -3.5334 2.1149 3.2461 0.0 0.0 0.0
N -2.6065 0.6766 1.7007 0.1 0.1 0.0
C -1.1271 0.9733 1.5935 -0.1 -0.1 0.0
H -3.7613 0.0814 4.8854 0.0 0.0 0.0
H -3.2328 -1.0777 3.6328 0.0 0.0 0.0
H -2.0434 -0.1132 4.5157 0.0 0.0 0.0
H -2.7732 -0.2986 1.4497 0.0 0.0 0.0
H -3.1227 1.2737 1.0518 0.0 0.0 0.0
H -0.7456 0.4672 0.7110 0.1 0.1 0.0
H -0.6385 0.5739 2.4779 0.0 0.0 0.0
H -1.0020 2.0498 1.5364 0.0 0.0 0.1
```
Positions in Å, forces in eV/Å.

Record 3
C5H7NO | ωB97M-V/def2-TZVPD

**Total charge**: 0
**Lowest unoccupied orbital energy**: 0.730 eV
**ΔE to the lowest compared entry with this formula, charge and spin**: 21.3 kcal/mol
**Electronic energy**: -8835.280 eV
**Highest occupied orbital energy**: -10.51 eV
**Spin multiplicity**: 1

```
14
Properties=species:S:1:pos:R:3:forces:R:3
C 1.3528 -0.8196 -0.5438 -0.1 0.0 0.0
C -0.1151 -0.5320 -0.1474 0.0 0.1 -1.5
C -1.0623 -1.1898 -1.0757 -0.9 -0.6 -0.5
N -1.8658 -1.7568 -1.6926 1.1 0.8 0.6
C -0.4256 0.9701 -0.0126 0.0 -0.3 0.5
C -0.4926 1.2813 1.4701 0.0 0.2 0.2
O -0.3355 0.4675 2.3484 0.0 0.6 -0.3
H 1.4838 -1.8564 -0.8686 -0.1 0.1 0.2
H 2.0188 -0.6290 0.3013 -0.1 0.0 0.0
H 1.6837 -0.1873 -1.3812 -0.3 -0.1 0.2
H -0.3743 -0.9404 0.8154 0.3 -0.5 0.4
H 0.3014 1.6342 -0.5056 -0.2 -0.2 0.1
H -1.4156 1.2278 -0.4088 0.1 0.0 0.0
H -0.7536 2.3303 1.7011 0.1 0.0 0.2
```
Positions in Å, forces in eV/Å.

Record 4
C6H10F2O2 | ωB97M-V/def2-TZVPD

**Total charge**: 0
**Lowest unoccupied orbital energy**: 0.801 eV
**ΔE to the lowest compared entry with this formula, charge and spin**: 28.7 kcal/mol
**Electronic energy**: -15910.920 eV
**Highest occupied orbital energy**: -8.24 eV
**Spin multiplicity**: 1

```
20
Properties=species:S:1:pos:R:3:forces:R:3
C -0.9480 1.4063 0.4905 0.9 -0.5 -2.8
C 0.2444 1.1728 -0.0815 0.9 1.6 1.0
C -2.1231 1.7259 -0.3920 -1.1 -3.0 -0.3
C -0.0934 -1.7792 -1.3261 1.9 -0.9 0.4
C 1.3168 -1.3476 0.6078 -0.2 3.6 2.1
C 1.4348 0.6783 0.6238 -0.8 -4.2 0.9
O 1.3713 -1.7152 1.9366 0.7 0.1 -0.7
O 0.1107 -1.7563 0.1584 0.0 -0.5 -3.2
F 1.5016 0.9417 1.9580 -0.3 0.3 -0.2
F 2.6446 0.9538 0.1166 0.1 0.5 -0.6
H -1.0425 1.3241 1.5295 -0.4 -0.4 1.4
H 0.5364 1.5737 -1.0454 -0.6 -0.6 -0.6
H -1.8804 1.6862 -1.4861 0.0 0.5 1.1
H -2.5373 2.6374 -0.0622 -0.9 1.1 -0.1
H -2.9606 0.8647 -0.2948 1.7 2.0 0.1
H -0.8923 -2.5195 -1.4885 0.4 0.6 0.0
H 0.8517 -2.0207 -1.9808 -1.4 -0.2 1.8
H -0.2994 -0.7937 -1.6771 -0.8 0.7 0.0
H 2.2646 -1.5406 0.1663 0.4 -0.7 -1.1
H 0.5000 -1.4920 2.2471 -0.6 0.0 0.7
```
Positions in Å, forces in eV/Å.